1.
Computed, not measured: 5 unconnected molecules or ions with the total composition C20H44BrN4O10PS2, with ωB97M-V/def2-TZVPD.

SMILES: CC[C@H](Br)[C@@H]1[C@H](S(C)(=O)=O)[C@@H]([PH2]=O)COS1(=O)=O.CNC(C)=O.CNC(C)=O.CNC(C)=O.CNC(C)=O
LUMO level: 0.26 eV
Kohn-Sham gap: 9.6 eV
energy relative to the best compared isomer or geometry (same formula, charge and spin): 0.0 kJ/mol

```
! wB97M-V def2-TZVPD RIJCOSX def2/J DEFGRID3
* xyz 0 1
C -3.37170 2.64644 -3.94552
C -4.17430 1.34461 -3.91368
C -3.99800 0.45727 -2.69081
Br -4.34373 1.50364 -1.05633
C -2.70046 -0.33114 -2.41791
C -1.30313 0.30492 -2.41079
S -0.54295 0.79840 -4.02047
C 0.73642 -0.37087 -4.49152
O -1.55523 0.71487 -5.03071
O 0.13213 2.02876 -3.71154
C -0.36720 -0.59761 -1.58247
P -0.49957 -0.25265 0.20143
O -0.13103 1.12201 0.60819
C -0.60599 -2.09588 -1.85197
O -1.19507 -2.28053 -3.15988
S -2.75199 -1.93901 -3.23480
O -3.45993 -2.80944 -2.35479
O -3.05848 -1.87721 -4.61643
H -4.01528 3.52324 -3.97105
H -2.74005 2.76423 -3.06431
H -2.72289 2.69703 -4.81382
H -5.24294 1.56316 -3.94679
H -3.95325 0.72152 -4.78106
H -4.79443 -0.28493 -2.67806
H -2.82973 -0.67574 -1.39148
H -1.36042 1.28113 -1.92318
H 0.46120 -0.68110 -5.49564
H 1.66389 0.19463 -4.48540
H 0.81420 -1.24799 -3.86271
H 0.67189 -0.32526 -1.78557
H 0.27051 -1.30416 0.71842
H -1.82459 -0.64670 0.48912
H 0.32347 -2.65697 -1.84977
H -1.26622 -2.55860 -1.11226
C 0.28644 5.35841 -3.80263
C -1.11094 5.85789 -3.51065
O -2.08834 5.35852 -4.03805
N -1.24504 6.88183 -2.62183
C -0.20383 7.57607 -1.90039
H 0.19727 4.53523 -4.50420
H 0.90940 6.14638 -4.22869
H 0.77151 4.99406 -2.89599
H -2.20159 7.16005 -2.46823
H -0.32536 7.46902 -0.82062
H -0.19132 8.64119 -2.14048
H 0.76425 7.16322 -2.16763
C 4.08566 -2.15045 0.68273
C 3.00181 -3.12063 0.27792
O 1.82658 -2.77196 0.20984
N 3.35711 -4.39608 0.01727
C 4.67292 -4.99764 0.10401
H 3.62332 -1.18172 0.84687
H 4.57469 -2.47415 1.60236
H 4.84911 -2.06112 -0.09107
H 2.58489 -4.99511 -0.23276
H 4.98010 -5.40779 -0.85860
H 4.68278 -5.79525 0.84747
H 5.40097 -4.24944 0.40153
C 1.28029 -4.56243 3.01395
C 1.84416 -5.33972 4.18519
O 2.48297 -6.36601 4.01385
N 1.61497 -4.85012 5.43189
C 0.91969 -3.62645 5.79073
H 1.55994 -5.08310 2.10462
H 0.19323 -4.49130 3.06156
H 1.67909 -3.54836 2.98582
H 2.00734 -5.41168 6.17087
H 1.56810 -2.93965 6.33282
H 0.04210 -3.83599 6.40570
H 0.59140 -3.10897 4.89867
C 0.20808 1.32825 4.37600
C 0.55710 0.61169 5.65890
O 1.11793 -0.47450 5.65813
N 0.23078 1.21905 6.82997
C -0.42672 2.49296 7.02023
H 0.55204 0.72773 3.54207
H -0.86764 1.48620 4.28676
H 0.69209 2.30355 4.31810
H 0.49515 0.69273 7.64815
H 0.20587 3.18775 7.57551
H -1.36827 2.37776 7.56005
H -0.64722 2.93999 6.05579
*
```

Results of the Mulliken charge analysis, in e, for atoms 1 through 5:
1. C -1.038
2. C -0.708
3. C -1.005
4. Br -0.125
5. C -0.139


2.
Computed, not measured: 3 unconnected molecules or ions with the total composition C3H13NO2, with ωB97M-V/def2-TZVPD.

SMILES: CN(C)C.O.O
LUMO level: 0.68 eV
Kohn-Sham gap: 9.8 eV
energy relative to the best compared isomer or geometry (same formula, charge and spin): 142.5 kJ/mol

```
! wB97M-V def2-TZVPD RIJCOSX def2/J DEFGRID3
* xyz 0 1
C -0.03987 0.61509 0.11868
N 1.11395 -0.27106 -0.01825
C 1.71437 -0.31287 -1.38943
C 0.73632 -1.66453 0.40430
H 0.21374 1.52344 -0.40050
H -0.99928 0.21717 -0.25645
H -0.17295 0.73794 1.17997
H 2.79134 -0.29963 -1.22067
H 1.34719 0.58958 -1.89659
H 1.54010 -1.15467 -2.07920
H 1.68948 -2.18636 0.19243
H 0.62313 -1.57249 1.48320
H 0.00043 -2.12304 -0.25908
H -5.90639 0.80404 -0.47289
H -6.99616 1.71404 0.09075
O -6.49360 1.54221 -0.69706
H 3.58764 1.07794 1.73721
H 2.37681 0.20202 1.36536
O 2.87375 0.56118 2.11825
*
```

Results of the Mulliken charge analysis, in e, for atoms 1 through 5:
1. C -1.017
2. N -0.040
3. C -0.888
4. C -1.068
5. H 0.382


> What is the LUMO level in the second record?

0.68 eV